1.
69
Properties=species:S:1:pos:R:3:forces:R:3:mulliken_spin:R:1 method="wB97M-V/def2-TZVPD" e_above_lowest_kj_mol=84.7 max_force_ha_per_bohr=0.0855 homo_energy_ha="-0.580 / -0.581" spin_multiplicity=2 gap_ev="6.1756 / 6.4052" s2=0.76 total_charge=+3
Ti -1.379426 0.718042 -0.641403 3.8 1.6 1.5 0.996
P -2.052532 -1.536352 0.074395 -0.6 -0.7 0.3 -0.027
P 0.506463 0.126749 1.554172 0.6 0.3 1.4 0.014
P 2.151385 -1.015442 -3.188944 0.6 1.2 0.6 0.003
H -3.227290 2.391865 -2.995647 -0.9 -0.1 0.2 0.001
C -3.104546 1.340529 -3.231345 0.0 0.0 1.0 0.010
C -2.768738 0.458770 -2.252814 -1.7 0.0 -1.8 0.045
H -3.278570 0.639900 -1.254391 0.3 -0.2 -1.3 -0.036
C -3.339535 -1.190607 1.312662 -0.1 0.0 0.0 0.012
C -1.147801 -2.926027 0.792287 0.2 -0.1 0.1 0.000
C -2.921268 -2.301383 -1.320087 -0.1 -0.2 0.0 0.004
C 1.712565 1.441559 2.045738 -0.2 0.5 -0.4 0.001
C -0.133840 -0.301817 3.271442 -0.2 0.2 -0.6 -0.003
C 1.761671 -1.174267 1.374894 0.1 -0.6 -0.3 0.003
C 1.584750 -1.094923 -4.890086 -0.1 0.2 -0.1 -0.001
C 1.367760 -2.340405 -2.259697 -0.3 -0.1 0.3 0.004
C 3.954726 -0.951669 -2.953543 -0.2 -0.2 -0.2 0.000
H -3.278183 1.104366 -4.271795 0.7 -0.2 -0.2 0.000
H -2.495581 -0.550936 -2.560222 -0.5 0.4 0.1 0.003
H -4.071372 -0.468692 0.957411 -0.1 0.0 -0.2 0.004
H -2.911528 -0.790473 2.229435 0.2 -0.1 0.1 -0.004
H -3.839156 -2.129617 1.542361 -0.2 0.0 0.1 -0.001
H -0.728292 -2.682431 1.777010 -0.2 -0.2 -0.3 0.000
H -0.333015 -3.203691 0.119695 -0.1 -0.1 0.1 0.000
H -1.854798 -3.766553 0.871724 0.3 0.2 0.1 -0.001
H -3.796419 -1.692121 -1.579420 0.1 -0.5 0.0 0.000
H -3.213797 -3.316751 -1.081093 -0.2 -0.2 0.0 0.001
H -2.236166 -2.322876 -2.177607 -0.3 -0.3 0.1 -0.002
H 2.090451 1.279398 3.062050 -0.1 -0.2 -0.2 0.000
H 1.240575 2.429806 2.019688 0.2 -0.1 0.0 0.000
H 2.568124 1.433501 1.351869 -0.4 0.1 0.2 0.000
H 0.707656 -0.239170 3.981864 -0.4 -0.1 -0.3 -0.001
H -0.573826 -1.309542 3.301483 0.1 0.4 0.1 0.001
H -0.902665 0.428582 3.554430 0.2 -0.2 0.1 0.000
H 2.439290 -1.202062 2.237037 -0.2 0.2 -0.1 0.000
H 2.354520 -0.964007 0.487913 0.2 0.1 -0.1 -0.001
H 1.330307 -2.165088 1.269049 0.0 -0.1 0.0 0.000
H 2.386889 -1.208912 -5.608295 0.3 0.1 0.0 0.000
H 1.058807 -0.164093 -5.101116 0.0 0.0 -0.1 0.000
H 0.909925 -1.934485 -5.034443 -0.1 -0.1 0.1 0.000
H 1.674099 -3.350699 -2.587520 -0.1 0.5 0.1 0.000
H 0.279081 -2.227044 -2.411469 0.4 -0.2 0.0 0.001
H 1.586967 -2.203830 -1.189298 0.0 -0.2 -0.4 -0.001
H 4.498910 -1.243476 -3.854341 -0.1 -0.1 0.1 0.000
H 4.275288 -1.563727 -2.106412 -0.1 0.0 -0.2 0.000
H 4.196918 0.083054 -2.734854 0.1 0.2 0.0 0.000
C 0.738472 2.567666 -3.129302 -0.1 0.4 -0.2 -0.008
C -0.495102 2.573714 -3.751420 -0.1 -0.4 0.2 0.019
C -0.609420 2.658314 -5.124559 0.9 0.1 -0.4 0.003
C 0.588776 2.913867 -5.807410 -0.4 0.1 -1.1 -0.003
C 1.799284 3.162546 -5.164602 -0.2 0.0 -1.4 0.002
C 1.871038 2.959106 -3.820494 -0.1 0.1 0.6 -0.004
Se 0.908336 1.981773 -1.341899 -1.3 -0.4 1.3 -0.032
H 1.744529 0.276211 -2.559853 0.1 -1.7 -0.7 -0.006
H -1.321863 2.486506 -3.078132 -0.3 -0.1 -0.2 0.007
H -1.549411 2.497712 -5.663774 0.4 0.3 0.2 0.000
H 0.585586 2.992809 -6.891754 -0.2 0.0 0.1 0.000
H 2.667411 3.485599 -5.758518 -0.5 -0.2 0.4 0.000
H 2.744675 3.222780 -3.286805 1.0 -0.2 0.5 0.000
C -3.137800 2.866960 2.375590 0.2 0.0 1.3 0.002
S -3.081814 3.353173 0.671786 0.4 -1.1 -0.2 -0.001
C -1.642942 4.393641 0.579979 0.2 1.2 0.5 -0.004
O -2.534069 1.970060 0.083435 -0.4 1.0 0.5 -0.002
H -3.776976 3.529156 2.970353 0.0 0.1 -0.3 0.000
H -2.133208 2.895900 2.820174 -0.2 0.0 -0.3 0.000
H -3.537750 1.847601 2.479795 0.0 0.4 -0.4 0.000
H -1.251002 4.612960 1.581392 -0.1 -0.3 -0.2 0.000
H -0.877701 3.940094 -0.051680 -0.1 -0.3 0.0 0.002
H -1.918031 5.362701 0.149031 -0.2 -0.3 -0.1 0.001

=====

2.
155
Properties=species:S:1:pos:R:3:forces:R:3:lowdin_charge:R:1 method="wB97M-V/def2-TZVPD" e_above_lowest_kj_mol=0.0 max_force_ha_per_bohr=0.0517 homo_energy_ha=-0.680 gap_ev=9.4114 total_charge=+5
C 1.799048 -3.785418 -1.477711 1.7 0.3 1.2 -0.065
O 2.910734 -4.711436 -1.619249 -0.7 -1.1 -0.9 -0.197
C 3.089226 -5.475586 -0.440999 -0.3 0.2 -0.3 -0.219
C 4.160460 -6.542593 -0.580037 0.7 1.1 0.2 -0.091
N 4.078220 -7.261477 -1.885204 -0.5 0.1 -0.6 0.059
H 3.162501 -7.178052 -2.335068 -0.3 -0.1 0.6 0.185
H 4.639585 -6.762565 -2.589783 0.7 -0.3 0.3 0.173
C 4.522717 -8.688738 -1.835235 1.6 -0.5 -0.1 -0.076
C 5.244450 -9.071875 -3.138699 -0.4 1.3 0.5 -0.171
O 6.115298 -7.975216 -3.366055 -0.8 0.7 -0.1 -0.219
C 6.737203 -7.996748 -4.633996 1.4 -0.7 -0.5 -0.074
H 0.993807 -4.142847 -0.831603 0.0 -0.4 -0.2 0.089
H 1.403168 -3.431914 -2.422733 0.4 -0.2 -0.2 0.080
H 2.316541 -3.000205 -0.925382 -0.8 0.7 -0.2 0.080
H 2.143714 -5.983406 -0.220618 -0.1 0.2 0.4 0.130
H 3.405639 -4.778578 0.341394 -0.3 -0.3 0.5 0.134
H 4.191365 -7.190400 0.295415 -0.7 -0.5 -0.4 0.144
H 5.151378 -6.091852 -0.484373 0.0 0.1 -0.7 0.147
H 3.693098 -9.359012 -1.631055 0.0 0.2 0.3 0.147
H 5.305326 -8.690889 -1.077193 -0.4 -0.3 0.4 0.138
H 4.435493 -9.156281 -3.872576 0.6 -0.3 -0.6 0.138
H 5.893825 -9.939175 -3.027296 -0.7 -0.5 0.0 0.150
H 6.129214 -7.684237 -5.485092 -0.4 -0.1 0.3 0.099
H 7.135678 -9.005136 -4.793183 -0.2 0.0 -0.3 0.103
H 7.635101 -7.378767 -4.613684 -0.3 0.3 0.3 0.100
C 5.410018 -0.406923 -1.082317 0.5 -0.6 1.0 -0.043
O 4.834786 -0.657530 0.221157 -0.5 0.6 -0.3 -0.238
C 5.712940 -0.405313 1.313052 -0.7 -0.2 -0.8 -0.176
C 4.860106 -0.700154 2.541284 0.5 -0.3 0.3 -0.074
N 3.610530 0.130501 2.411666 0.7 -0.7 0.6 0.062
H 3.893034 1.114232 2.409325 -0.2 0.1 0.3 0.171
H 3.211631 -0.068590 1.489520 0.0 -0.1 -0.1 0.157
C 2.573695 -0.083668 3.477328 -0.3 1.1 -0.3 -0.066
C 2.872068 0.713500 4.766434 0.1 0.1 0.2 -0.189
O 3.553115 1.918087 4.458446 0.8 -0.6 -0.3 -0.199
C 4.805358 2.060788 5.155396 0.2 -0.2 0.2 -0.062
H 4.660783 0.047688 -1.720922 0.0 -0.2 -0.1 0.085
H 5.767357 -1.378529 -1.422395 -0.2 0.1 -0.6 0.096
H 6.293264 0.229225 -1.003784 -0.2 0.2 0.0 0.096
H 5.980153 0.657501 1.297159 0.3 0.0 0.2 0.136
H 6.589381 -1.030575 1.135674 0.2 0.1 0.9 0.146
H 5.354562 -0.510017 3.493880 0.0 0.6 -0.1 0.132
H 4.580819 -1.747629 2.653425 -0.3 0.0 -0.6 0.139
H 2.497667 -1.147132 3.682723 -0.2 0.0 -0.2 0.137
H 1.691973 0.314828 2.977492 -0.4 -0.4 0.3 0.120
H 3.380855 0.062788 5.481375 0.6 0.2 -0.1 0.131
H 1.970211 1.010054 5.303954 -0.4 -0.3 -0.4 0.133
H 5.492608 1.213704 5.052832 -0.4 -0.3 -0.2 0.082
H 4.607324 2.151161 6.222360 0.1 0.4 0.0 0.103
H 5.357307 2.898651 4.738741 -0.4 0.3 0.2 0.098
C 0.144527 9.491451 5.326507 -0.8 0.1 -0.1 -0.043
O -0.679980 8.331179 5.483549 -0.4 -0.3 0.5 -0.204
C -2.049518 8.615212 5.610641 -0.5 0.7 -0.4 -0.222
C -2.789855 7.287202 5.754402 0.2 -0.4 -1.0 -0.041
N -2.256719 6.346388 4.676683 -1.2 -0.1 -0.2 0.047
H -1.273099 6.196163 4.897600 0.1 0.2 -0.4 0.167
H -2.731670 5.445738 4.756037 0.3 -0.1 0.5 0.156
C -2.535320 6.734021 3.211908 1.6 0.3 1.5 -0.068
C -3.408728 5.704192 2.581711 -0.1 -0.8 0.6 -0.193
O -2.682369 4.466801 2.659719 -0.4 0.2 -0.4 -0.202
C -3.253813 3.466585 1.811636 0.2 0.2 0.1 -0.076
H 1.161910 9.117403 5.300664 0.0 0.3 -0.2 0.099
H -0.009102 10.200172 6.142822 0.2 -0.2 0.2 0.105
H -0.195843 9.991407 4.414397 0.5 0.1 -0.2 0.097
H -2.418681 9.214349 4.761270 0.1 -0.7 -0.8 0.125
H -2.345870 9.402211 6.315021 0.5 -0.8 1.2 0.149
H -3.850867 7.347360 5.517357 -0.1 0.3 0.5 0.143
H -2.616384 6.667826 6.632213 -0.1 0.8 0.5 0.144
H -1.496688 6.717888 2.881365 -0.4 0.2 -1.1 0.138
H -2.918728 7.750978 3.211343 -0.1 -0.1 -0.1 0.136
H -3.716820 6.033211 1.586116 0.3 -0.3 -0.2 0.142
H -4.321857 5.523538 3.161541 -0.2 0.5 -0.1 0.145
H -4.304110 3.233281 2.009179 -0.1 0.5 0.1 0.101
H -2.723627 2.533813 1.987565 0.3 0.2 -0.2 0.077
H -3.132913 3.839680 0.794117 -0.2 -0.5 -0.2 0.064
C -3.897593 -4.070821 -6.259728 -0.7 -1.8 1.2 -0.068
O -4.377461 -3.543642 -5.004290 0.8 0.6 -0.2 -0.208
C -4.658698 -2.138200 -4.997548 0.1 -1.4 -0.2 -0.171
C -3.688250 -1.427535 -4.071619 -0.2 0.0 -0.3 -0.088
N -2.283745 -1.880522 -4.363635 -1.1 0.1 -0.5 0.062
H -2.326472 -2.893999 -4.231500 0.2 -0.1 0.0 0.171
H -2.152835 -1.752171 -5.372333 0.5 0.2 0.1 0.182
C -1.242008 -1.228485 -3.513257 0.3 0.0 -0.1 -0.072
C -1.111379 0.272100 -3.819038 0.6 -0.4 -0.5 -0.179
O -0.435772 0.368899 -5.056898 -0.4 -0.7 -1.1 -0.194
C -0.822187 1.442458 -5.912625 -0.7 0.9 1.2 -0.067
H -2.854130 -3.850268 -6.489966 -0.1 0.6 -0.3 0.084
H -4.629204 -3.992100 -7.061766 0.3 0.7 -0.2 0.108
H -3.904340 -5.141733 -6.036337 0.2 0.0 -0.2 0.102
H -5.665885 -2.091531 -4.582424 0.0 0.7 -0.3 0.144
H -4.583787 -1.799209 -6.032612 -0.3 0.5 0.1 0.137
H -3.921857 -1.687653 -3.040562 0.2 0.2 0.1 0.143
H -3.724959 -0.357906 -4.252417 -0.2 0.0 0.3 0.126
H -0.304182 -1.729105 -3.750630 0.1 0.1 0.1 0.137
H -1.544977 -1.492858 -2.503243 0.3 0.5 0.2 0.127
H -0.445133 0.779280 -3.122770 -0.6 -0.2 0.7 0.112
H -2.102391 0.726231 -3.855016 0.1 0.3 0.1 0.119
H -0.226472 1.458051 -6.817080 0.1 -0.2 0.1 0.107
H -0.721473 2.371735 -5.338305 0.4 0.1 -0.4 0.065
H -1.892196 1.473013 -6.146742 0.0 -0.7 -0.3 0.095
C -2.439074 5.312246 -2.121473 -0.1 0.5 0.1 -0.049
O -1.074841 5.050457 -1.851654 1.3 0.2 -0.6 -0.184
C -0.672546 4.739214 -0.552871 -1.1 -1.0 0.4 -0.224
C 0.823775 4.818998 -0.446072 1.6 0.1 0.3 -0.064
N 1.651587 4.331423 -1.637913 -2.1 1.5 -0.5 0.088
H 1.362664 4.989040 -2.371272 0.3 0.0 -0.2 0.161
H 2.596220 4.627209 -1.400907 0.3 -0.7 -0.4 0.183
C 1.459596 2.966267 -2.283547 0.3 0.0 0.8 -0.067
C 1.414625 3.144953 -3.781897 1.3 -0.3 -0.7 -0.228
O 2.527520 3.925548 -4.136745 0.2 1.0 0.6 -0.202
C 2.774581 4.019082 -5.545084 -1.5 -0.7 0.1 -0.038
H -2.601798 6.389564 -2.209988 -0.1 0.0 0.5 0.104
H -3.045955 4.866441 -1.331168 -0.3 0.0 -0.3 0.079
H -2.682419 4.938213 -3.115437 0.0 -0.4 0.2 0.097
H -1.090172 3.765255 -0.267010 0.4 -0.3 -0.1 0.120
H -1.091597 5.387251 0.227822 0.1 0.5 -0.2 0.126
H 1.326648 4.348524 0.399305 -0.9 -0.4 0.3 0.138
H 1.119750 5.863943 -0.325061 -0.1 0.1 -0.4 0.142
H 0.562559 2.464021 -1.927191 -0.2 0.5 0.3 0.111
H 2.281316 2.369931 -1.893293 0.1 -0.1 -0.5 0.133
H 0.488487 3.596179 -4.152555 -0.1 0.1 0.3 0.123
H 1.550744 2.168722 -4.264914 -0.5 -0.2 0.2 0.132
H 1.833191 4.243805 -6.061599 0.0 0.1 0.0 0.094
H 3.035291 3.002444 -5.847914 0.7 0.3 -0.5 0.099
H 3.444250 4.838896 -5.774434 0.5 -0.4 0.2 0.105
C -4.137953 0.485964 3.816728 -1.7 -0.1 -1.1 -0.064
O -4.219110 -0.909499 3.484169 1.2 0.8 0.2 -0.212
C -3.034644 -1.672287 3.704059 -1.3 0.0 -0.4 -0.179
C -2.871522 -2.631723 2.528546 0.3 -0.8 1.4 -0.077
N -3.975219 -3.675452 2.488035 -0.1 0.9 0.0 0.076
H -3.801593 -4.318138 1.716061 0.0 0.0 -0.1 0.166
H -3.898268 -4.265433 3.319776 -0.3 0.0 0.1 0.177
C -5.429915 -3.190411 2.362504 0.9 -0.5 -0.7 -0.061
C -6.257458 -4.422884 2.096697 -1.6 -0.6 0.4 -0.203
O -5.995021 -5.420744 3.059719 1.4 0.4 0.4 -0.174
C -5.473118 -6.640178 2.565504 -1.1 -1.6 0.0 -0.099
H -5.032297 0.841599 3.298863 0.1 0.4 0.1 0.096
H -3.297603 1.003143 3.358674 0.4 -0.3 0.2 0.064
H -4.308255 0.765922 4.855604 0.5 -0.5 0.3 0.101
H -3.225589 -2.198144 4.642742 0.6 -0.3 0.1 0.142
H -2.116235 -1.086992 3.768134 -0.1 0.2 0.1 0.130
H -1.985876 -3.214393 2.791991 0.2 0.0 -0.4 0.136
H -2.722580 -2.141023 1.572131 -0.3 0.0 -0.1 0.135
H -5.441658 -2.495898 1.523807 -0.1 0.0 0.0 0.139
H -5.712531 -2.641477 3.254893 0.1 -0.3 0.1 0.135
H -6.233105 -4.876690 1.100756 0.5 0.5 -0.2 0.137
H -7.306574 -4.142762 2.246657 0.0 0.2 -0.2 0.147
H -4.568059 -6.692931 1.946104 0.1 1.0 -0.1 0.084
H -6.278685 -7.138931 2.018109 0.2 0.0 -0.3 0.105
H -5.264737 -7.325204 3.387326 -0.1 0.4 0.4 0.102
B 0.209112 -0.151504 -0.101300 0.5 -0.2 0.2 -1.280
F 0.074871 -0.706514 1.183023 -0.4 0.0 0.2 0.091
F 1.033959 0.998552 0.038239 0.4 -0.1 -0.2 0.072
F 0.767299 -1.138817 -0.935110 0.2 0.3 -0.1 0.099
F -0.982786 0.258840 -0.676333 -0.8 0.1 0.1 0.117

=====

3.
14
Properties=species:S:1:pos:R:3:forces:R:3:nbo_charge:R:1 method="wB97M-V/def2-TZVPD" e_above_lowest_kj_mol=369.6 max_force_ha_per_bohr=0.1103 homo_energy_ha=-0.313 gap_ev=7.6673 smiles="C=C1C=NC(N)=C1C#N" total_charge=0
C 0.561742 -1.054600 0.196813 0.9 -0.5 -2.4 0.373
C -0.418460 -0.149297 0.206604 -1.9 1.2 -1.6 -0.303
C -1.879815 -0.449534 -0.119583 1.3 -0.1 1.7 0.283
C 0.165208 1.194162 -0.023693 -0.9 0.0 1.6 -0.077
C -0.692151 2.283125 0.219979 1.7 -1.2 -1.9 -0.341
C 1.756175 0.802456 -0.188538 -2.7 -1.2 0.2 0.125
H -0.381826 -3.052051 -0.422234 2.2 3.4 2.2 0.437
H 1.261626 -2.949752 0.226896 -1.8 1.3 -0.1 0.399
H -1.811584 2.052196 0.453450 2.3 0.7 -0.5 0.240
H -0.329110 3.301319 -0.109934 -0.8 -1.0 1.0 0.214
H 2.449400 1.654038 -0.286553 0.2 -1.1 -0.1 0.215
N 0.354668 -2.383808 0.187932 0.9 -5.4 -1.4 -0.830
N -3.008497 -0.726758 -0.190905 1.6 0.5 -0.3 -0.337
N 1.972618 -0.521492 -0.150236 -3.2 3.5 1.6 -0.395